Entry 1:
{"formula": "C3H23NO8", "method": "ωB97M-V/def2-TZVPD", "elements": ["C", "N", "C", "C", "O", "H", "H", "H", "H", "H", "H", "H", "H", "H", "O", "H", "H", "O", "H", "H", "O", "H", "H", "O", "H", "H", "O", "H", "H", "O", "H", "H", "O", "H", "H"], "xyz": [[-0.13930, -1.48013, -0.11972], [-1.46203, -0.99785, 0.31182], [-1.76453, 0.41083, 0.27938], [-1.45612, 1.20861, 1.60166], [-1.43331, 2.57091, 1.28596], [0.27064, -0.64648, -0.66658], [-0.38652, -2.42830, -0.66993], [0.43489, -1.84163, 0.80447], [-1.79643, -1.59823, 1.04371], [-1.07131, 0.81780, -0.49415], [-2.82367, 0.57776, 0.03285], [-2.26339, 1.01165, 2.33567], [-0.57613, 0.80136, 2.09688], [-1.38888, 2.81504, 0.35943], [1.84685, 0.45087, -2.94616], [0.90949, 0.61170, -3.18771], [2.05680, -0.27318, -3.55036], [-0.41174, 1.89234, -3.37702], [-0.11043, 2.56456, -2.76580], [-1.19757, 1.38232, -3.16550], [-1.08649, -0.94050, 4.07370], [-0.26467, -1.09400, 3.58365], [-1.92941, -1.02882, 3.63775], [2.98777, -2.52042, -1.93787], [2.55502, -1.67870, -2.14547], [3.62967, -2.16080, -1.30752], [2.29656, 2.37235, 1.67376], [1.40491, 2.72499, 1.58704], [2.40446, 1.54055, 1.21389], [-1.23069, -0.73122, -3.09115], [-1.24186, -1.50874, -3.65791], [-1.75371, -0.98863, -2.31817], [1.41688, -0.91427, 3.16763], [1.89304, -0.56814, 2.40209], [1.68119, -0.35361, 3.90967]], "forces_ev_per_angstrom": [[-1.4, -1.5, 1.9], [0.0, -0.5, -0.7], [0.9, 0.0, 1.3], [-1.2, -1.3, -1.3], [0.4, 1.2, 1.1], [0.9, -0.4, -0.5], [1.0, 1.0, -0.2], [-0.1, 0.9, -1.4], [-0.6, 0.5, 0.3], [-0.7, 0.0, 0.2], [0.3, 0.1, -0.2], [0.2, 0.3, -0.4], [0.6, 0.4, -0.2], [0.0, -0.7, -0.1], [-0.3, -0.8, -0.3], [0.3, 0.4, 0.3], [0.3, 0.2, 0.0], [0.5, -0.1, -1.1], [-0.6, -0.1, 0.4], [0.0, 0.3, 0.6], [0.0, 0.3, 1.4], [-0.7, -0.1, -0.7], [0.3, -0.2, -0.7], [0.2, 0.9, 0.4], [-0.4, -0.2, -0.3], [0.2, -0.6, 0.0], [0.5, 0.4, 0.5], [-0.1, -0.5, -0.2], [-0.5, 0.1, -0.4], [-0.3, -0.1, 0.2], [0.0, 0.0, -0.1], [0.1, 0.0, 0.1], [0.5, 0.1, -0.1], [-0.1, -0.1, 0.2], [0.0, 0.0, -0.1]], "mulliken_charge": [-0.73, -0.25, -0.20, 0.05, -0.54, 0.28, 0.26, 0.24, 0.20, -0.02, 0.22, 0.17, 0.10, 0.32, -0.65, 0.36, 0.33, -0.68, 0.30, 0.31, -0.66, 0.39, 0.29, -0.62, 0.28, 0.32, -0.62, 0.33, 0.30, -0.58, 0.27, 0.31, -0.65, 0.26, 0.32], "multiplicity": 1, "smiles": "CNCCO.O.O.O.O.O.O.O", "homo_energy_ev": -8.787, "total_charge": 0, "orbital_gap_ev": 8.84, "largest_force_ev_per_a": 2.8, "energy_ev": -21352.84202}


Entry 2:
{"formula": "C3H25NO9", "method": "ωB97M-V/def2-TZVPD", "elements": ["C", "C", "C", "N", "H", "H", "H", "H", "H", "H", "H", "O", "H", "H", "O", "H", "H", "O", "H", "H", "O", "H", "H", "O", "H", "H", "O", "H", "H", "O", "H", "H", "O", "H", "H", "O", "H", "H"], "xyz": [[1.18139, -1.28523, 3.03464], [0.67101, -0.03787, 2.41671], [1.42372, 1.15389, 2.50799], [0.87522, 2.18317, 1.76946], [0.32317, -1.86761, 3.27740], [1.75086, -1.85604, 2.18320], [1.78229, -1.13179, 3.99957], [0.03282, -0.14662, 1.59334], [2.26819, 1.21753, 3.10665], [1.15745, 3.11781, 2.02656], [0.66227, 2.04287, 0.85161], [-2.75726, 2.65537, 0.66582], [-1.94690, 2.57751, 0.45592], [-2.88735, 3.30896, 1.35914], [-2.08418, -1.02819, 1.69359], [-2.92729, -1.38541, 1.29393], [-2.22597, -0.17138, 1.54267], [-0.08700, 1.27025, -1.58278], [0.04507, 0.32967, -1.86057], [-0.79211, 1.64495, -2.05119], [-2.05160, 1.99283, -3.27331], [-2.48161, 1.23697, -3.67974], [-2.73816, 2.32911, -2.77315], [-3.16090, -1.08834, -1.62009], [-2.26958, -1.23189, -1.54000], [-3.38753, -1.53648, -2.50943], [3.36565, 1.12194, 0.09713], [3.38309, 1.28881, -0.86300], [2.39446, 1.18154, 0.16891], [2.31953, -3.28655, -0.33263], [1.34520, -3.23173, -0.42163], [2.73304, -3.62828, -1.15375], [0.93230, -1.20253, -0.74361], [0.43966, -0.78995, -0.03906], [1.88865, -1.18197, -0.65242], [0.24491, -1.82292, -3.09439], [0.12903, -1.21122, -3.70029], [0.44845, -1.53117, -2.15321]], "forces_ev_per_angstrom": [[1.4, -0.7, -0.7], [4.9, 2.7, 1.4], [-5.2, -4.1, -1.6], [1.4, 2.4, 2.9], [-0.5, -0.8, 0.4], [-0.6, 0.6, 1.9], [-0.6, -0.2, -1.7], [-1.5, 0.2, -0.5], [1.3, 0.6, 1.2], [0.1, -0.1, -0.5], [-0.7, -0.4, -2.8], [-9.7, 0.7, 2.2], [9.4, -0.6, -2.1], [0.4, -0.1, -0.2], [-1.1, -5.9, -0.2], [1.4, 0.0, 0.7], [-0.5, 5.9, -0.7], [2.5, -1.9, 1.7], [-0.3, 1.5, 0.2], [-1.8, 0.6, -1.6], [1.6, -1.0, -1.7], [0.2, -0.3, -0.2], [-2.2, 1.5, 1.9], [-4.0, -0.5, -2.7], [3.6, -0.6, 0.4], [0.5, 1.0, 2.2], [-1.1, 0.1, -1.2], [0.8, 0.0, 0.3], [0.4, -0.1, 0.8], [0.3, -0.4, -0.3], [1.0, -0.3, -0.4], [-0.9, 0.2, 0.7], [-0.6, 0.0, -0.5], [0.3, 0.3, 0.6], [0.1, 0.1, 0.7], [0.6, -5.2, 5.0], [-0.7, 4.9, -4.1], [-0.2, 0.0, -1.6]], "mulliken_charge": [-0.81, 0.65, -0.61, -0.31, 0.28, 0.11, 0.34, -0.40, 0.40, 0.18, 0.20, -0.59, 0.26, 0.31, -0.55, 0.30, 0.26, -0.46, 0.21, 0.36, -0.68, 0.31, 0.32, -0.62, 0.33, 0.31, -0.64, 0.33, 0.27, -0.63, 0.34, 0.29, -0.64, 0.16, 0.42, -0.66, 0.27, 0.39], "multiplicity": 1, "smiles": "C/C=C/N.O.O.O.O.O.O.O.O.O", "homo_energy_ev": -7.699, "total_charge": 0, "orbital_gap_ev": 7.79, "largest_force_ev_per_a": 10.0, "energy_ev": -23431.29253}


Entry 3:
{"formula": "C3H26NO10", "method": "ωB97M-V/def2-TZVPD", "elements": ["C", "C", "C", "N", "H", "H", "H", "H", "H", "H", "H", "H", "O", "H", "H", "O", "H", "H", "O", "H", "H", "O", "H", "H", "O", "H", "H", "O", "H", "H", "O", "H", "H", "O", "H", "H", "O", "H", "H", "O"], "xyz": [[-2.15314, -2.04024, 0.29930], [-2.08435, -2.14147, -1.01814], [-1.89456, -0.81078, 2.40833], [-1.78243, -0.84669, 0.97421], [-2.49075, -2.85059, 0.92322], [-1.89007, -1.29308, -1.66054], [-2.30032, -3.09233, -1.48283], [-2.62199, -0.09656, 2.76920], [-2.11850, -1.75488, 2.89009], [-2.22334, -0.04854, 0.54528], [-3.17846, 1.76598, -1.62703], [-2.47201, 2.89664, -0.69565], [-2.38128, 2.07226, -1.18956], [-2.12656, 1.25385, -3.64494], [-1.48699, 0.03532, -4.28115], [-1.66287, 0.43663, -3.41975], [-0.00647, 2.23780, 0.35331], [-0.71230, 2.62408, 1.65472], [0.14733, 2.38156, 1.29592], [3.83843, -0.47403, -2.61024], [3.51822, 0.71057, -1.63384], [3.21853, -0.14872, -1.95262], [0.46210, -1.43857, 1.96387], [1.01741, -1.80696, 0.59682], [1.34759, -1.55805, 1.49961], [3.33791, 0.45729, 0.93778], [1.72982, -0.56158, 1.33496], [2.52036, 0.59982, 1.43069], [1.96728, 1.27187, 1.00723], [-0.30629, 0.37984, 2.55829], [-0.59663, -0.46622, 2.93087], [1.82782, 2.72759, -1.00065], [1.93860, 3.48177, 0.32780], [2.47012, 3.13030, -0.40334], [1.80970, -3.20291, -0.52432], [0.51771, -2.95837, -1.28502], [0.90762, -2.88130, -0.40479], [-0.54637, 1.01235, -1.68908], [0.58216, 0.00735, -1.61118], [0.27037, 0.81517, -1.18824]], "forces_ev_per_angstrom": [[0.4, 0.7, -0.1], [-0.3, -0.4, -0.3], [0.9, 0.5, 0.0], [-1.2, -0.8, 0.3], [0.2, -0.3, 0.2], [0.2, 0.0, 0.0], [-0.2, 0.0, -0.1], [-0.2, 0.4, -0.1], [-0.1, -0.4, -0.4], [0.2, 0.3, -0.2], [-0.4, 0.5, 0.3], [-0.7, -0.2, -0.5], [1.0, -0.3, 0.3], [0.2, 0.0, 0.1], [0.0, 0.0, 0.2], [-0.1, 0.1, -0.3], [-0.1, -0.4, -0.1], [0.1, 0.2, 0.1], [-0.1, 0.0, 0.1], [0.2, 0.3, 0.0], [0.2, 0.0, -0.4], [-0.5, -0.2, 0.4], [0.6, 0.4, 0.7], [0.2, -0.8, -0.5], [-0.8, 1.3, 0.2], [-0.1, 0.4, -0.1], [0.4, -0.6, 0.9], [-0.4, -0.4, 0.1], [0.5, 0.4, -0.2], [-0.2, 0.1, 0.0], [0.0, -0.2, 0.3], [0.0, 0.0, -0.1], [0.2, 0.0, -0.2], [-0.2, -0.3, 0.2], [0.1, -0.1, 0.1], [-0.3, 0.1, 0.2], [0.1, -0.7, -1.3], [0.3, 0.0, 0.2], [0.3, 0.1, 0.0], [-0.4, 0.2, -0.2]], "mulliken_charge": [0.23, -1.11, -0.52, 0.17, 0.24, 0.20, 0.35, 0.36, 0.31, 0.13, 0.30, 0.26, -0.57, 0.26, 0.26, -0.56, 0.26, 0.30, -0.70, 0.28, 0.31, -0.58, 0.46, 0.44, -0.58, 0.35, 0.57, -0.66, 0.37, 0.34, -0.64, 0.31, 0.35, -0.64, 0.30, 0.31, -0.58, 0.27, 0.16, -0.31], "multiplicity": 1, "homo_energy_ev": -11.734, "total_charge": 1, "orbital_gap_ev": 8.98, "largest_force_ev_per_a": 1.6, "energy_ev": -25491.75157}